18
Properties=species:S:1:pos:R:3 method="wB97M-V/def2-TZVPD" lumo_ev=4.24 energy_ev=-10469.6793 max_force_ev_per_a=0.75 charge=-1 gap_ha=0.292 e_above_lowest_kcal_mol=0.0
C -1.76 0.47 0.63
O -1.60 -0.81 1.23
C -0.41 1.01 0.24
C 0.13 0.16 -0.93
C 1.61 0.42 -1.16
O -0.14 -1.18 -0.78
H -2.36 0.39 -0.27
H -2.33 1.09 1.33
H 0.25 0.97 1.09
H -0.43 2.05 -0.08
H -0.39 0.53 -1.84
H 2.21 0.17 -0.30
H 1.95 -0.16 -2.02
H 1.83 1.48 -1.33
H -1.15 -1.29 0.48
H 0.88 -1.79 0.46
H 0.48 -1.57 1.87
O 1.24 -1.93 1.39

---

20
Properties=species:S:1:pos:R:3 method="wB97M-V/def2-TZVPD" lumo_ev=3.65 energy_ev=-29181.1047 max_force_ev_per_a=5.11 charge=-1 gap_ha=0.290 e_above_lowest_kcal_mol=45.9
C -1.06 -0.66 1.78
C -1.56 -0.49 -0.90
C -0.51 1.80 -0.07
C 1.21 -1.08 -1.13
O 3.04 1.03 -0.64
O 1.42 0.31 1.03
O 2.83 -1.30 -0.03
Si 0.07 -0.03 0.11
S 2.91 0.18 0.54
H -1.68 0.17 1.96
H -1.62 -1.56 1.49
H -0.42 -0.70 2.69
H -1.51 -0.33 -2.03
H -1.82 -1.57 -0.78
H -2.44 0.05 -0.53
H -1.62 1.78 -0.14
H -0.13 2.39 0.84
H -0.08 2.39 -0.93
H 1.12 -2.04 -1.51
H 1.86 -0.37 -1.76

---

20
Properties=species:S:1:pos:R:3 method="wB97M-V/def2-TZVPD" lumo_ev="3.00 / 3.00" energy_ev=-29181.0382 max_force_ev_per_a=4.31 charge=-1 gap_ha="0.269 / 0.269" e_above_lowest_kcal_mol=47.5
C 2.29 -0.47 0.80
C -0.53 -1.07 -2.48
C 1.03 0.43 1.18
C -1.02 -0.59 -1.04
O -1.60 1.02 3.64
O -3.35 2.02 2.34
O 1.02 1.01 -1.88
Si 0.39 0.66 -0.55
S -2.21 1.13 2.32
H 2.89 0.31 0.45
H 2.84 -1.16 1.44
H 2.00 -1.10 -0.04
H -1.38 -1.31 -3.14
H 0.19 -0.34 -2.87
H 0.01 -2.10 -2.32
H 1.43 1.23 1.83
H 0.26 -0.11 1.64
H -1.42 -1.57 -0.56
H -1.85 0.08 -1.26
H -1.01 1.94 0.49

---

19
Properties=species:S:1:pos:R:3 method="wB97M-V/def2-TZVPD" lumo_ev=3.55 energy_ev=-12518.2161 max_force_ev_per_a=1.92 charge=-1 gap_ha=0.299 e_above_lowest_kcal_mol=9.1
O 0.84 -1.27 -0.12
C 1.26 -0.08 -0.14
O 2.43 0.32 -0.09
C 0.14 1.01 -0.18
C -1.10 0.56 0.57
C -2.21 1.60 0.66
H -0.11 1.34 -1.19
H 0.57 1.89 0.32
H -0.85 0.29 1.60
H -1.53 -0.41 0.30
H -2.88 1.65 -0.19
H -2.91 1.45 1.48
H -1.98 2.67 0.70
H -1.78 1.54 -2.91
H -1.89 0.52 -1.72
O -2.36 0.90 -2.48
H 2.59 -3.19 1.73
H 1.21 -2.56 1.18
O 1.66 -3.03 1.91

---

18
Properties=species:S:1:pos:R:3 method="wB97M-V/def2-TZVPD" lumo_ev="0.24 / -1.67" energy_ev=-28041.5023 s2=0.766 max_force_ev_per_a=2.60 charge=0 gap_ha="0.331 / 0.284" e_above_lowest_kcal_mol=49.6 multiplicity=2
C -1.98 -0.38 1.48
O -0.77 0.29 1.37
C -2.93 -0.03 0.33
H -2.47 -0.07 2.42
H -1.89 -1.48 1.54
H -3.88 -0.61 0.36
H -2.45 -0.17 -0.59
H -3.15 1.05 0.35
C 1.94 -0.01 1.77
C 1.49 0.63 0.49
S 0.27 -0.51 -0.35
S 0.94 0.18 -2.38
H 2.18 -1.07 1.65
H 1.17 0.13 2.52
H 2.86 0.54 2.10
H 2.28 0.77 -0.22
H 1.04 1.62 0.79
H -0.11 0.95 -2.66

---

16
Properties=species:S:1:pos:R:3 method="wB97M-V/def2-TZVPD" lumo_ev=1.02 energy_ev=-13612.2073 max_force_ev_per_a=2.93 charge=0 gap_ha=0.323 e_above_lowest_kcal_mol=56.4 smiles="C=[P@@H](C)CC"
C -0.74 -2.09 0.81
P -0.07 -0.90 -0.23
C -1.36 -0.10 -1.29
C 0.54 0.44 0.92
C 1.38 1.73 0.43
H 0.10 -2.42 1.46
H -1.21 -2.86 0.15
H 0.84 -0.94 -1.33
H -2.39 0.26 -0.92
H -0.81 0.61 -1.95
H -1.47 -1.01 -1.97
H -0.38 0.96 1.20
H 0.87 0.06 1.98
H 2.42 1.74 0.49
H 1.14 1.76 -0.64
H 1.13 2.75 0.87

---

17
Properties=species:S:1:pos:R:3 method="wB97M-V/def2-TZVPD" lumo_ev=0.84 energy_ev=-24447.8641 max_force_ev_per_a=1.63 charge=0 gap_ha=0.310 e_above_lowest_kcal_mol=57.8 smiles="CCC[PH2]=CS"
C 1.26 1.19 0.44
C 0.08 1.60 -0.43
C -0.30 0.49 -1.41
P -1.08 -0.89 -0.36
C -0.36 -2.10 0.73
S 0.37 -1.66 2.30
H 2.18 1.19 -0.14
H 1.11 0.19 0.85
H 1.39 1.88 1.27
H 0.31 2.53 -0.96
H -0.79 1.80 0.22
H 0.57 0.12 -1.95
H -1.08 0.79 -2.11
H -2.27 -0.15 -0.12
H -1.60 -1.71 -1.35
H -1.21 -2.78 0.88
H 1.42 -2.49 2.13

---

17
Properties=species:S:1:pos:R:3 method="wB97M-V/def2-TZVPD" lumo_ev="1.00 / -1.09" energy_ev=-24444.9772 s2=2.008 max_force_ev_per_a=4.04 charge=0 gap_ha="0.286 / 0.288" e_above_lowest_kcal_mol=40.9 multiplicity=3
C -1.91 -0.12 -0.96
C -0.76 -1.33 1.23
C 1.31 1.65 1.36
C 0.86 -0.80 -1.14
P -0.46 -0.03 -0.09
S 1.10 0.44 -2.48
H -2.02 0.23 -2.01
H -2.70 0.40 -0.41
H 0.06 -1.74 1.83
H -1.56 -0.94 1.89
H -1.14 -2.01 0.56
H 0.50 2.09 1.72
H 1.89 1.17 2.05
H 1.79 2.17 0.57
H 0.60 -1.69 -1.67
H 1.88 -0.95 -0.79
H 0.59 1.45 -1.66

---

18
Properties=species:S:1:pos:R:3 method="wB97M-V/def2-TZVPD" lumo_ev=0.30 energy_ev=-35285.2264 max_force_ev_per_a=6.15 charge=0 gap_ha=0.334 e_above_lowest_kcal_mol=20.0 smiles=CC(C)(C)P(S)S
C 0.37 -0.61 1.65
C 0.08 -0.30 0.13
C -0.23 -1.67 -0.37
C 1.38 0.28 -0.50
P -1.34 0.90 -0.02
S -0.25 2.88 0.69
S -1.46 1.08 -2.20
H 1.23 -1.31 1.64
H 0.61 0.27 2.24
H -0.51 -1.19 2.02
H 0.60 -2.34 -0.16
H -0.41 -1.67 -1.49
H -1.29 -1.98 -0.01
H 1.36 -0.06 -1.62
H 1.76 1.19 -0.24
H 2.04 -0.49 -0.04
H -1.18 3.67 0.18
H -2.78 1.34 -1.91

---

19
Properties=species:S:1:pos:R:3 method="wB97M-V/def2-TZVPD" lumo_ev=-0.05 energy_ev=-46118.5757 max_force_ev_per_a=4.29 charge=0 gap_ha=0.317 e_above_lowest_kcal_mol=55.9
C -0.17 -1.70 0.93
C -0.82 0.01 -1.60
C 1.63 0.46 -0.47
C 0.13 0.22 -0.39
P -0.79 1.18 0.95
S -2.72 0.71 1.16
S 0.15 0.95 2.85
S -0.51 3.40 0.35
H 0.09 -2.27 0.12
H 0.39 -1.82 1.83
H -1.24 -1.51 1.02
H -0.40 0.69 -2.41
H -1.82 0.17 -1.29
H -0.78 -1.12 -1.82
H 1.69 1.55 -0.84
H 1.99 0.27 0.58
H 1.89 -0.39 -1.16
H 1.07 1.75 2.35
H -1.38 3.14 -0.68

---

16
Properties=species:S:1:pos:R:3 method="wB97M-V/def2-TZVPD" lumo_ev="4.28 / 4.30" energy_ev=-4340.3231 s2=0.750 max_force_ev_per_a=1.95 charge=-1 gap_ha="0.101 / 0.423" e_above_lowest_kcal_mol=16.5 multiplicity=2
C 1.20 0.50 1.59
C 1.02 -1.00 2.03
H 1.93 0.47 0.79
H 0.27 0.81 1.14
H 1.54 1.09 2.43
H 0.05 -1.42 1.71
H 1.83 -1.55 1.58
H 0.86 -1.03 3.11
C -0.65 0.12 -1.19
C -1.54 0.36 -2.41
H -0.99 0.59 -0.27
H -0.72 -0.94 -0.90
H 0.32 0.54 -1.44
H -2.55 0.04 -2.18
H -1.07 0.00 -3.33
H -1.50 1.42 -2.67

---

16
Properties=species:S:1:pos:R:3 method="wB97M-V/def2-TZVPD" lumo_ev="4.22 / 4.48" energy_ev=-4340.6717 s2=0.750 max_force_ev_per_a=1.33 charge=-1 gap_ha="0.098 / 0.453" e_above_lowest_kcal_mol=8.4 multiplicity=2
C 2.09 -0.61 1.83
C 0.76 -0.69 1.09
H 2.92 -0.93 1.21
H 2.33 0.38 2.23
H 2.03 -1.18 2.76
H -0.14 -0.83 1.69
H 0.81 -1.60 0.47
H 0.54 0.09 0.36
C -1.33 -0.05 -1.79
C -1.52 1.33 -1.11
H -1.51 -0.83 -1.06
H -2.03 -0.15 -2.62
H -0.33 -0.19 -2.19
H -2.40 1.93 -1.32
H -0.72 1.98 -1.47
H -1.37 1.28 -0.03

---

16
Properties=species:S:1:pos:R:3 method="wB97M-V/def2-TZVPD" lumo_ev="4.34 / 4.43" energy_ev=-4339.6918 s2=0.750 max_force_ev_per_a=5.11 charge=-1 gap_ha="0.104 / 0.427" e_above_lowest_kcal_mol=31.0 multiplicity=2
C -1.44 1.38 1.21
C -2.05 1.14 -0.12
H -2.22 1.45 1.98
H -0.90 0.46 1.30
H -1.02 2.31 1.33
H -2.76 0.35 -0.15
H -1.21 1.12 -0.95
H -2.58 2.16 -0.34
C 1.71 -1.17 0.22
C 1.81 -1.33 -1.31
H 0.73 -1.39 0.61
H 2.42 -1.90 0.74
H 2.16 -0.24 0.43
H 0.98 -0.72 -1.79
H 2.90 -1.37 -1.58
H 1.32 -2.30 -1.62

---

16
Properties=species:S:1:pos:R:3 method="wB97M-V/def2-TZVPD" lumo_ev="4.38 / 4.47" energy_ev=-4340.8240 s2=0.750 max_force_ev_per_a=0.98 charge=-1 gap_ha="0.104 / 0.457" e_above_lowest_kcal_mol=4.9 multiplicity=2
C 1.49 1.58 1.12
C 1.28 1.09 2.53
H 1.36 0.78 0.38
H 0.88 2.45 0.84
H 2.52 1.93 1.00
H 2.16 0.55 2.91
H 1.07 1.91 3.23
H 0.43 0.42 2.63
C -0.67 -1.64 -1.76
C -2.09 -1.04 -1.86
H 0.14 -0.95 -2.03
H -0.38 -1.96 -0.76
H -0.58 -2.48 -2.45
H -2.67 -1.32 -0.99
H -2.58 -1.45 -2.75
H -2.12 0.05 -1.86